P:
Entry from the OMol25 dataset: the ion C3H10N5 with charge +1 (ωB97M-V with the def2-TZVPD basis set).

The geometry in ORCA input format:
```
! RIJCOSX wB97M-V def2-TZVPD def2/J DEFGRID3
* xyz 1 1
C -0.195 -0.797 0.082
C 0.156 -1.051 1.598
C -1.389 0.199 -1.531
N 1.086 1.280 0.092
N -0.331 1.595 0.120
N 1.587 0.218 -0.443
N -1.002 0.345 -0.160
N 0.959 -0.821 -0.706
H -0.655 -1.797 -0.310
H -0.685 -1.345 2.147
H 0.684 -0.223 1.977
H 0.895 -1.927 1.564
H -1.751 1.151 -2.033
H -0.484 -0.241 -2.016
H -2.183 -0.567 -1.495
H 1.377 1.758 0.960
H -0.510 1.804 1.085
H 2.440 0.419 -0.931
*
```

## Properties
HOMO level (alpha / beta), Ha: -0.51398 / -0.51397
Frontier orbital gap (alpha / beta), eV: 8.2408 / 8.2386
Structure (SMILES): C[C@@H]1N=[NH+]NNN1C

natural (NBO) atomic charge list, values in e, 8 entries: number 1, C, carries -0.011; number 2, C, carries -0.598; number 3, C, carries -0.423; number 4, N, carries -0.284; number 5, N, carries -0.202; number 6, N, carries -0.002; number 7, N, carries -0.297; number 8, N, carries -0.038

***

Q:
Entry from the OMol25 dataset: the ion C3H10N5 with charge +1 (ωB97M-V with the def2-TZVPD basis set).

The geometry in ORCA input format:
```
! RIJCOSX wB97M-V def2-TZVPD def2/J DEFGRID3
* xyz 1 1
C 0.235 -0.675 -0.260
C 0.498 -1.834 0.698
C -1.782 0.484 -1.095
N 2.270 0.449 -0.786
N -0.726 1.044 0.938
N 0.417 1.620 0.591
N -1.017 0.009 0.044
N 1.291 0.340 -0.097
H 0.230 -1.031 -1.297
H -0.224 -2.615 0.476
H 0.374 -1.540 1.738
H 1.497 -2.240 0.557
H -1.174 1.051 -1.807
H -2.243 -0.363 -1.590
H -2.563 1.136 -0.711
H 2.888 1.247 -0.639
H -0.900 0.811 1.920
H 0.930 2.108 1.319
*
```

## Properties
HOMO level (alpha / beta), Ha: -0.51159 / -0.51156
Frontier orbital gap (alpha / beta), eV: 8.4765 / 8.4734
Structure (SMILES): [H]/N=[N+]1\NNN(C)[C@@H]1C

natural (NBO) atomic charge list, values in e, 8 entries: number 1, C, carries 0.037; number 2, C, carries -0.619; number 3, C, carries -0.428; number 4, N, carries -0.172; number 5, N, carries -0.225; number 6, N, carries -0.256; number 7, N, carries -0.254; number 8, N, carries 0.111

***

Computed stability ranking, most favorable first: Q, P